1.
{"formula": "C4H4O", "method": "wB97M-V/def2-TZVPD", "multiplicity": 1, "homo_ev": -8.8366, "smiles": "c1ccoc1", "charge": 0, "de_lowest_kj_mol": 257.92, "symbols": ["O", "C", "C", "C", "C", "H", "H", "H", "H"], "coordinates": [[-0.125, 1.287, 0.374], [-0.857, 0.551, -0.509], [-0.245, -0.624, -0.721], [0.876, -0.734, 0.192], [0.893, 0.508, 0.799], [-1.787, 0.960, -0.858], [-0.517, -1.443, -1.372], [0.183, -1.509, 0.613], [1.578, 1.005, 1.482]]}

---

2.
{"formula": "C40H45BrN2OReS3Sb", "method": "wB97M-V/def2-TZVPD", "multiplicity": 4, "homo_ev": [-15.7366, -15.8792], "charge": 3, "de_lowest_kj_mol": 84.16, "s_squared": 3.812, "symbols": ["Re", "C", "C", "S", "C", "C", "S", "C", "C", "S", "H", "H", "H", "H", "H", "H", "H", "H", "H", "H", "H", "H", "Br", "C", "C", "C", "C", "C", "C", "C", "C", "C", "C", "H", "H", "H", "H", "H", "H", "C", "N", "C", "C", "C", "N", "C", "C", "O", "H", "H", "H", "H", "H", "H", "H", "H", "H", "H", "H", "H", "C", "C", "C", "C", "C", "C", "Sb", "C", "C", "C", "C", "C", "C", "C", "C", "C", "C", "C", "C", "H", "H", "H", "H", "H", "H", "H", "H", "H", "H", "H", "H", "H", "H", "H"], "coordinates": [[-0.406, 1.180, 0.941], [1.665, 0.143, 4.541], [0.154, 0.131, 4.450], [-0.696, 1.336, 3.364], [0.110, 2.937, 3.731], [1.442, 3.265, 3.057], [1.708, 2.495, 1.416], [3.387, 1.794, 1.513], [3.709, 0.949, 2.730], [2.493, -0.372, 2.999], [1.948, -0.588, 5.300], [2.052, 1.109, 4.855], [-0.272, 0.337, 5.434], [-0.211, -0.843, 4.118], [0.225, 2.962, 4.817], [-0.657, 3.663, 3.467], [2.285, 2.962, 3.670], [1.505, 4.341, 2.902], [4.073, 2.639, 1.437], [3.460, 1.197, 0.602], [3.803, 1.530, 3.645], [4.668, 0.461, 2.559], [-2.076, 3.326, 0.735], [-3.525, 2.223, 0.122], [-4.581, 2.803, -0.521], [-5.677, 1.996, -0.865], [-5.708, 0.683, -0.474], [-4.633, 0.106, 0.241], [-4.730, -1.189, 0.801], [-3.709, -1.688, 1.571], [-2.512, -0.976, 1.692], [-2.309, 0.255, 1.077], [-3.455, 0.869, 0.476], [-4.594, 3.863, -0.740], [-6.512, 2.436, -1.393], [-6.571, 0.067, -0.689], [-5.643, -1.754, 0.662], [-3.809, -2.639, 2.077], [-1.717, -1.429, 2.276], [0.123, 0.159, -3.395], [0.333, 1.595, -3.395], [0.605, 2.154, -4.721], [1.254, 3.512, -4.606], [0.387, 4.335, -3.683], [0.274, 3.670, -2.378], [0.162, 4.598, -1.273], [0.208, 2.325, -2.273], [0.068, 1.690, -1.157], [1.010, -0.352, -3.772], [-0.720, -0.093, -4.042], [-0.085, -0.193, -2.397], [-0.331, 2.222, -5.283], [1.253, 1.457, -5.251], [1.330, 3.985, -5.582], [2.259, 3.422, -4.188], [-0.611, 4.472, -4.110], [0.814, 5.322, -3.517], [1.025, 5.265, -1.264], [0.126, 4.075, -0.337], [-0.742, 5.204, -1.377], [4.779, -1.903, -1.913], [4.043, -0.739, -2.097], [2.867, -0.540, -1.389], [2.425, -1.522, -0.508], [3.154, -2.692, -0.323], [4.335, -2.877, -1.029], [0.500, -1.362, 0.387], [0.323, -3.034, 1.734], [1.308, -3.380, 2.655], [1.174, -4.542, 3.403], [0.064, -5.357, 3.241], [-0.915, -5.016, 2.318], [-0.790, -3.856, 1.567], [-0.725, -2.203, -1.149], [-0.294, -3.425, -1.660], [-1.054, -4.079, -2.618], [-2.231, -3.505, -3.079], [-2.649, -2.279, -2.584], [-1.902, -1.627, -1.611], [5.699, -2.051, -2.462], [4.390, 0.008, -2.800], [2.290, 0.369, -1.539], [2.803, -3.461, 0.354], [4.906, -3.786, -0.893], [2.195, -2.778, 2.780], [1.950, -4.818, 4.104], [-0.028, -6.261, 3.828], [-1.770, -5.662, 2.163], [-1.561, -3.611, 0.848], [0.633, -3.867, -1.312], [-0.725, -5.035, -3.000], [-2.827, -4.014, -3.825], [-3.559, -1.826, -2.957], [-2.235, -0.672, -1.229]]}

---

3.
{"formula": "C7H11N", "method": "wB97M-V/def2-TZVPD", "multiplicity": 1, "homo_ev": -8.3522, "smiles": "CCC1=C[C@@H](N)C=C1", "charge": 0, "de_lowest_kj_mol": 430.66, "symbols": ["C", "C", "C", "C", "C", "C", "C", "H", "H", "H", "H", "H", "H", "H", "H", "H", "H", "H", "N"], "coordinates": [[1.024, -2.253, -0.265], [0.306, -1.388, -1.595], [-0.096, -0.119, -0.714], [0.469, 0.988, -0.387], [-0.146, 1.584, 0.834], [-1.074, 0.616, 1.290], [-1.056, -0.424, 0.390], [0.582, -2.770, 0.592], [1.842, -1.745, 0.084], [1.280, -3.069, -0.874], [-0.687, -1.968, -1.962], [1.057, -1.103, -2.272], [1.339, 1.488, -0.745], [0.731, 1.675, 1.551], [-1.061, 3.257, 1.322], [-0.090, 3.260, -0.015], [-1.845, 0.640, 2.176], [-1.659, -1.375, 0.152], [-0.916, 2.705, 0.438]]}

---

4.
{"formula": "C8H10ClNO5S", "method": "wB97M-V/def2-TZVPD", "multiplicity": 1, "homo_ev": -9.8592, "charge": 0, "symbols": ["C", "C", "O", "O", "C", "O", "S", "O", "O", "Cl", "H", "H", "H", "H", "H", "N", "C", "C", "C", "C", "C", "H", "H", "H", "H", "H"], "coordinates": [[-2.746, 3.113, 0.513], [-1.534, 2.236, 0.531], [-0.451, 2.549, 0.117], [-1.773, 1.004, 1.085], [-1.409, -0.116, 0.294], [-1.683, 0.084, -1.084], [-3.175, -0.089, -1.742], [-3.225, -1.409, -2.304], [-4.150, -0.088, -0.374], [-4.503, -1.589, 0.308], [-2.468, 4.129, 0.774], [-3.501, 2.738, 1.198], [-3.141, 3.081, -0.504], [-0.340, -0.298, 0.383], [-1.961, -0.960, 0.689], [1.826, -0.920, 0.501], [2.341, -2.126, 0.732], [3.613, -2.504, 0.331], [4.390, -1.581, -0.350], [3.866, -0.322, -0.598], [2.584, -0.041, -0.153], [1.701, -2.820, 1.265], [3.981, -3.497, 0.547], [5.387, -1.838, -0.682], [4.437, 0.429, -1.126], [2.135, 0.932, -0.323]]}

---

5.
{"formula": "C36H72O16", "method": "wB97M-V/def2-TZVPD", "multiplicity": 1, "homo_ev": -9.3325, "smiles": "CCOC(C)=O.CCOC(C)=O.CCOC(C)=O.CCOC(C)=O.CCOC(C)=O.CCOC(C)=O.CC(C)=O.CC(C)=O.CC(C)=O.CC(C)=O", "charge": 0, "de_lowest_kj_mol": 1729.59, "symbols": ["O", "C", "O", "C", "C", "C", "H", "H", "H", "H", "H", "H", "H", "H", "O", "C", "O", "C", "C", "C", "H", "H", "H", "H", "H", "H", "H", "H", "O", "C", "O", "C", "C", "C", "H", "H", "H", "H", "H", "H", "H", "H", "O", "C", "O", "C", "C", "C", "H", "H", "H", "H", "H", "H", "H", "H", "O", "C", "O", "C", "C", "C", "H", "H", "H", "H", "H", "H", "H", "H", "O", "C", "O", "C", "C", "C", "H", "H", "H", "H", "H", "H", "H", "H", "C", "C", "O", "C", "H", "H", "H", "H", "H", "H", "C", "C", "O", "C", "H", "H", "H", "H", "H", "H", "C", "C", "O", "C", "H", "H", "H", "H", "H", "H", "C", "C", "O", "C", "H", "H", "H", "H", "H", "H"], "coordinates": [[4.785, 4.679, -1.626], [4.057, 4.241, -0.716], [3.976, 4.833, 0.496], [4.464, 6.201, 0.599], [4.140, 6.770, 1.906], [3.665, 2.703, -0.667], [3.912, 6.802, -0.028], [5.686, 6.507, 0.339], [4.276, 7.810, 2.165], [4.656, 6.325, 2.659], [3.123, 6.696, 2.181], [2.827, 2.463, -1.037], [3.948, 2.477, 0.479], [4.230, 1.956, -1.163], [0.550, 1.613, 0.479], [0.284, 0.421, 0.131], [-0.598, 0.006, -0.766], [-1.320, 0.991, -1.372], [-2.278, 0.361, -2.443], [1.001, -0.710, 0.875], [-0.753, 1.635, -1.975], [-1.958, 1.445, -0.532], [-1.769, -0.008, -3.318], [-3.052, 1.012, -2.933], [-2.933, -0.566, -2.169], [0.197, -1.389, 1.290], [1.679, -0.342, 1.623], [1.623, -1.138, -0.058], [7.261, -4.918, 1.451], [7.290, -4.567, 0.321], [6.854, -3.426, -0.119], [6.065, -2.576, 0.731], [4.924, -1.739, 0.015], [7.945, -5.324, -0.767], [6.749, -1.818, 1.117], [5.565, -2.984, 1.706], [4.178, -2.458, -0.198], [5.203, -1.324, -1.045], [4.295, -1.000, 0.419], [7.731, -5.004, -1.791], [7.730, -6.202, -0.402], [9.065, -5.553, -0.339], [-1.670, 0.683, 3.236], [-1.729, 1.776, 2.848], [-2.553, 2.375, 1.903], [-3.751, 1.675, 1.573], [-4.405, 2.731, 0.643], [-0.823, 2.809, 3.446], [-4.430, 1.692, 2.498], [-3.423, 0.706, 1.154], [-3.996, 2.545, -0.187], [-4.403, 3.623, 1.169], [-5.449, 2.736, 0.404], [0.190, 2.768, 3.077], [-0.806, 2.928, 4.425], [-1.130, 3.815, 3.071], [-5.358, -4.178, -0.188], [-4.553, -5.032, -0.755], [-3.947, -4.825, -2.001], [-4.177, -3.646, -2.575], [-3.396, -3.717, -3.845], [-4.253, -6.422, -0.107], [-3.928, -2.882, -2.052], [-5.328, -3.630, -2.883], [-3.457, -2.921, -4.592], [-3.793, -4.441, -4.562], [-2.372, -3.653, -3.730], [-3.407, -6.416, 0.272], [-4.394, -7.077, -1.001], [-5.014, -6.389, 0.778], [2.006, -2.864, -4.328], [1.652, -2.362, -3.228], [0.941, -2.681, -2.182], [0.344, -3.897, -2.149], [-0.741, -3.850, -1.061], [2.281, -0.895, -2.861], [1.188, -4.651, -1.733], [-0.051, -4.231, -3.147], [-0.902, -4.934, -0.689], [-1.486, -3.210, -1.228], [-0.468, -3.407, 0.072], [1.790, -0.484, -2.194], [2.612, -0.425, -3.720], [3.297, -1.083, -2.531], [-4.421, 3.704, -4.694], [-2.858, 3.531, -4.578], [-2.190, 3.893, -3.513], [-2.112, 3.056, -5.707], [-4.857, 3.117, -5.384], [-4.570, 4.747, -4.981], [-4.861, 3.201, -3.709], [-2.133, 1.971, -5.898], [-0.894, 3.125, -5.618], [-2.649, 3.627, -6.555], [0.900, -2.220, 6.136], [1.517, -1.409, 4.960], [2.201, -2.000, 3.947], [1.394, 0.107, 5.047], [1.090, -3.124, 6.178], [-0.303, -2.386, 6.080], [0.954, -1.585, 7.048], [1.845, 0.347, 4.120], [1.864, 0.392, 5.979], [0.404, 0.305, 5.150], [-3.287, -3.006, 4.182], [-2.441, -3.265, 2.857], [-1.562, -4.217, 2.846], [-2.705, -2.479, 1.624], [-2.462, -3.084, 4.933], [-4.239, -3.649, 4.438], [-3.608, -1.984, 4.140], [-3.695, -2.240, 1.652], [-2.402, -3.042, 0.684], [-2.131, -1.431, 1.662], [0.533, 5.279, 0.140], [-0.775, 5.434, 0.557], [-1.020, 5.953, 1.848], [-1.932, 5.092, -0.275], [0.701, 4.202, -0.149], [1.174, 5.699, 0.742], [0.634, 5.712, -0.824], [-2.019, 4.262, -0.851], [-2.219, 5.864, -1.062], [-2.845, 4.946, 0.292]]}

---

Taking the records one at a time from the top gives E_tot values of -6256.7062; -158428.9055; -8923.2652; -43540.5799; -71241.8302 eV.